No. 1
Computed, not measured: a single C5H6O molecule in a non-equilibrium geometry, with the ωB97M-V functional and the def2-TZVPD basis.

The geometry in XYZ format:
```
12
Properties=species:S:1:pos:R:3:mulliken_charge:R:1
C -0.281 -1.465 -0.245 -0.956
C 0.939 -0.622 -0.223 0.086
O 1.236 0.425 -1.114 -0.431
C 0.831 0.836 0.170 -0.288
C -0.413 1.570 0.258 -0.666
C -1.470 2.147 0.338 0.318
H -1.161 -0.821 -0.200 0.257
H -0.279 -2.105 0.650 0.270
H -0.300 -2.094 -1.130 0.277
H 1.879 -1.140 0.029 0.396
H 1.447 0.638 1.021 0.333
H -2.427 2.630 0.446 0.403
```

Summary:
**HOMO-LUMO gap**: 10.38 eV
**LUMO energy**: 1.082 eV
**F_max**: 2.735 eV/Å
**Relative energy (zero: lowest compared OMol25 entry of this formula, charge and spin)**: 87.7 kcal per mole
**Highest occupied orbital energy**: -0.342 Eh
**Total charge**: 0

=====

No. 2
Computed, not measured: 2 unconnected molecules or ions with the total composition C2HCl2F3S in a non-equilibrium geometry, with the ωB97M-V functional and the def2-TZVPD basis.

The geometry in XYZ format:
```
9
Properties=species:S:1:pos:R:3:mulliken_charge:R:1
C 0.107 -0.976 0.490 0.714
C -0.062 0.511 0.780 0.148
F 1.104 -1.174 -0.371 -0.221
F 0.567 -1.578 1.659 -0.246
F -0.899 -1.641 0.019 -0.217
S 0.329 1.442 -2.085 -0.171
Cl -1.672 1.053 1.173 -0.130
Cl 1.307 1.293 1.375 -0.078
H -0.781 1.071 -3.040 0.200
```

Summary:
**HOMO-LUMO gap (spin up / spin down)**: 9.22 / 7.17 eV
**LUMO energy (spin up / spin down)**: 0.396 / -2.707 eV
**⟨S²⟩**: 2.007
**F_max**: 3.066 eV/Å
**2S+1**: 3
**Relative energy (zero: lowest compared OMol25 entry of this formula, charge and spin)**: 3.7 kcal per mole
**Highest occupied orbital energy (spin up / spin down)**: -0.324 / -0.363 Eh
**Total charge**: 0

=====

No. 3
Computed, not measured: a molecular structure, C12H22Ca3F12N6O33S12 in a non-equilibrium geometry, with the ωB97M-V functional and the def2-TZVPD basis.

The geometry in XYZ format:
```
100
Properties=species:S:1:pos:R:3:mulliken_charge:R:1
Ca 10.126 -2.391 -0.917 1.926
Ca 13.582 -10.097 -2.113 1.892
Ca 8.475 -7.728 -7.217 1.892
N 12.343 -11.917 -4.365 -0.143
S 11.966 -11.424 -6.012 0.941
O 10.807 -10.506 -6.114 -0.517
O 12.231 -12.452 -7.021 -0.498
F 13.185 -10.376 -6.308 -0.238
S 11.795 -13.290 -4.400 0.915
O 12.740 -14.403 -4.529 -0.584
O 10.466 -13.451 -5.003 -0.514
F 11.366 -13.310 -2.815 -0.308
N 14.387 1.026 -3.948 -0.213
S 15.119 -0.452 -4.488 1.080
O 15.871 -0.334 -5.738 -0.568
O 14.622 -1.770 -4.030 -0.476
F 16.361 -0.392 -3.447 -0.310
S 13.146 0.501 -4.531 1.063
O 12.217 -0.272 -3.693 -0.571
O 12.877 0.653 -5.973 -0.551
F 12.471 1.916 -4.006 -0.422
N 11.924 -8.508 0.172 -0.151
S 12.085 -7.111 1.213 0.869
O 12.014 -7.232 2.641 -0.475
O 11.492 -5.871 0.630 -0.541
F 13.658 -7.048 1.037 -0.240
S 10.815 -9.085 1.027 0.996
O 9.573 -8.290 1.172 -0.554
O 11.155 -9.947 2.155 -0.571
F 10.339 -10.217 -0.018 -0.279
N 6.604 -1.316 -6.104 -0.340
S 7.183 -2.574 -5.573 1.042
O 8.220 -2.403 -4.588 -0.580
O 7.182 -3.782 -6.414 -0.510
F 5.950 -2.888 -4.673 -0.315
S 7.330 -1.417 -7.670 1.096
O 6.444 -1.884 -8.729 -0.553
O 8.793 -1.649 -7.717 -0.492
F 7.165 0.221 -7.977 -0.310
N 10.854 -5.965 -5.857 0.053
S 12.015 -5.133 -6.264 0.884
O 13.221 -5.831 -6.606 -0.601
O 12.090 -3.745 -5.788 -0.418
F 11.430 -4.849 -7.744 -0.349
S 11.468 -6.040 -4.284 0.830
O 11.317 -4.837 -3.471 -0.541
O 12.488 -7.041 -3.995 -0.478
F 10.142 -6.769 -3.682 -0.328
N 6.207 -8.845 -5.220 -0.136
S 4.728 -8.656 -5.032 0.935
O 4.331 -7.878 -3.853 -0.552
O 3.823 -9.537 -5.675 -0.515
F 4.825 -7.544 -6.178 -0.345
S 6.116 -10.304 -4.249 0.912
O 6.048 -11.596 -4.967 -0.563
O 5.436 -10.289 -2.926 -0.499
F 7.663 -10.242 -3.906 -0.183
C 17.198 -4.646 -9.882 -1.379
C 16.604 -5.302 -11.163 0.317
C 17.359 -5.116 -12.543 -0.315
O 17.894 -6.411 -12.722 -0.354
C 17.486 -7.255 -11.787 0.722
O 17.858 -8.396 -11.620 -0.605
O 16.691 -6.703 -10.975 -0.347
H 17.090 -3.563 -9.817 0.381
H 18.240 -4.965 -9.841 0.345
H 16.843 -5.085 -8.950 0.362
H 15.546 -5.042 -11.171 0.309
H 18.036 -4.262 -12.530 0.276
H 16.762 -5.174 -13.454 0.290
C 11.476 -1.994 -13.078 -1.130
C 10.791 -0.685 -13.290 -0.133
O 9.430 -0.780 -12.812 -0.251
C 8.474 0.064 -13.130 0.714
O 7.321 -0.045 -12.735 -0.578
O 9.011 1.119 -13.794 -0.344
C 8.126 2.251 -13.963 -0.640
H 11.376 -2.722 -13.884 0.298
H 11.393 -2.523 -12.128 0.298
H 12.515 -1.665 -13.080 0.341
H 10.785 -0.397 -14.341 0.303
H 11.261 0.142 -12.757 0.301
H 7.901 2.585 -12.950 0.300
H 7.238 2.077 -14.570 0.269
H 8.597 3.126 -14.411 0.251
C 19.546 -9.188 -7.383 -1.359
C 19.295 -8.213 -6.263 0.015
O 18.223 -8.667 -5.465 -0.266
C 17.681 -7.951 -4.369 0.704
O 16.779 -8.365 -3.715 -0.558
O 18.217 -6.735 -4.308 -0.303
C 18.011 -5.917 -3.237 -0.672
H 20.285 -8.874 -8.120 0.392
H 18.647 -9.369 -7.973 0.344
H 19.927 -10.155 -7.055 0.335
H 19.186 -7.265 -6.791 0.265
H 20.180 -8.196 -5.626 0.269
H 18.730 -6.180 -2.462 0.312
H 17.051 -6.093 -2.751 0.263
H 18.009 -4.867 -3.528 0.265
```

Summary:
**HOMO-LUMO gap**: 3.52 eV
**LUMO energy**: -6.033 eV
**F_max**: 13.954 eV/Å
**Highest occupied orbital energy**: -0.351 Eh
**Total charge**: 0

=====

No. 4
Computed, not measured: 4 unconnected molecules or ions with the total composition C22H67BN9O9P4S in a non-equilibrium geometry, with the ωB97M-V functional and the def2-TZVPD basis.

The geometry in XYZ format:
```
113
Properties=species:S:1:pos:R:3:mulliken_charge:R:1
C -3.173 -1.697 -5.670 -1.602
P -2.323 -1.886 -4.090 0.627
O -2.943 -0.778 -3.118 0.039
C -2.717 -3.528 -3.488 -0.946
C -1.617 -4.235 -2.673 -0.024
C -1.561 -5.711 -3.103 -1.171
S -1.011 -5.809 -4.821 1.101
O -0.508 -4.514 -5.219 -0.563
O -0.116 -6.898 -4.942 -0.625
O -2.282 -6.134 -5.718 -0.445
B -0.438 -1.578 -4.483 0.557
O 0.525 -1.746 -3.525 -0.436
O -0.152 -1.205 -5.748 -0.481
H -3.042 -0.703 -6.091 0.456
H -4.209 -2.024 -5.600 0.399
H -2.668 -2.401 -6.342 0.427
H -2.967 0.074 -3.583 0.038
H -3.082 -4.083 -4.347 0.515
H -3.589 -3.423 -2.833 0.580
H -0.614 -3.859 -2.839 0.024
H -1.840 -4.230 -1.610 0.425
H -2.537 -6.188 -3.020 0.408
H -0.803 -6.244 -2.534 0.509
H -2.764 -5.326 -5.939 0.428
H 1.129 -2.444 -3.822 0.310
H 0.736 -1.482 -6.011 0.310
O -0.899 -2.715 -0.020 -0.709
P -0.290 -1.718 0.946 1.145
N 1.330 -2.297 0.962 0.101
C 2.292 -2.074 2.030 -0.888
C 2.018 -2.231 -0.324 -0.598
N -1.156 -2.258 2.352 0.250
C -0.496 -2.997 3.414 -1.188
C -2.462 -2.851 2.085 -0.968
N 0.120 -0.209 1.742 -0.042
C -0.845 0.397 2.682 -0.771
C 0.408 0.840 0.726 -0.450
H 2.634 -1.037 2.092 0.189
H 3.175 -2.698 1.872 0.380
H 1.918 -2.369 3.004 0.095
H 2.429 -1.232 -0.526 0.231
H 1.339 -2.491 -1.135 -0.276
H 2.844 -2.945 -0.351 0.539
H -0.002 -3.908 3.054 0.278
H -1.225 -3.283 4.175 0.430
H 0.226 -2.373 3.943 0.352
H -2.388 -3.898 1.765 0.298
H -2.995 -2.297 1.313 0.125
H -3.074 -2.811 2.989 0.393
H -1.847 0.488 2.261 0.206
H -0.496 1.395 2.951 0.409
H -0.901 -0.165 3.609 0.279
H -0.486 1.122 0.173 -0.118
H 1.152 0.488 0.006 0.202
H 0.817 1.729 1.203 0.512
O -3.586 3.215 0.486 -0.903
P -4.426 3.148 -0.750 0.806
N -5.994 3.374 -0.102 0.059
C -7.236 2.988 -0.747 -0.771
C -6.183 4.644 0.602 -1.099
N -4.146 1.471 -1.138 0.719
C -5.194 0.473 -1.015 -1.343
C -2.892 0.934 -0.626 -2.066
N -4.867 3.512 -2.406 0.042
C -4.193 2.802 -3.503 -0.804
C -4.656 4.965 -2.662 -1.030
H -7.487 3.608 -1.617 0.274
H -8.053 3.084 -0.030 0.395
H -7.243 1.948 -1.055 0.165
H -6.402 5.471 -0.087 0.336
H -5.296 4.902 1.178 0.309
H -7.011 4.568 1.308 0.367
H -5.627 0.434 -0.008 0.348
H -4.795 -0.517 -1.251 0.291
H -5.987 0.637 -1.748 0.357
H -2.968 0.655 0.434 0.580
H -2.086 1.656 -0.732 0.489
H -2.604 0.047 -1.188 0.336
H -3.102 2.822 -3.416 0.294
H -4.469 3.268 -4.452 0.507
H -4.528 1.768 -3.566 0.000
H -3.596 5.231 -2.644 0.372
H -5.164 5.567 -1.907 0.259
H -5.070 5.247 -3.629 0.377
O 4.984 0.047 3.863 -0.810
P 6.088 1.044 3.673 0.785
N 5.447 2.401 4.507 0.093
C 5.859 3.779 4.314 -0.784
C 5.171 2.169 5.925 -1.147
N 5.943 1.245 1.952 0.297
C 5.448 2.476 1.367 -1.260
C 5.369 0.101 1.258 -1.166
N 7.739 1.616 3.656 0.021
C 8.594 1.302 2.497 -0.921
C 8.454 1.096 4.854 -1.018
H 6.864 3.992 4.700 0.274
H 5.160 4.436 4.836 0.378
H 5.821 4.085 3.274 0.158
H 6.072 2.274 6.545 0.327
H 4.764 1.170 6.080 0.302
H 4.428 2.879 6.290 0.385
H 4.453 2.755 1.742 0.342
H 5.385 2.374 0.282 0.423
H 6.144 3.301 1.529 0.338
H 4.276 0.085 1.334 0.309
H 5.749 -0.835 1.661 0.350
H 5.641 0.127 0.198 0.444
H 8.585 0.241 2.238 0.325
H 9.622 1.589 2.728 0.377
H 8.308 1.880 1.624 0.259
H 8.589 0.012 4.808 0.363
H 7.900 1.325 5.767 0.241
H 9.433 1.565 4.947 0.379
```

Summary:
**HOMO-LUMO gap**: 6.43 eV
**LUMO energy**: -3.317 eV
**F_max**: 6.765 eV/Å
**Highest occupied orbital energy**: -0.358 Eh
**Total charge**: +1

=====

Q: Which of these has the highest total charge?
A: C22H67BN9O9P4S